No. 1
15
Properties=species:S:1:pos:R:3:forces:R:3:mulliken_charge:R:1 method="wB97M-V/def2-TZVPD" total_charge=0 lumo_ha=-0.06816 relative_energy_ev=5.070 molar_mass_g_mol=94.179
C 1.871 0.692 1.174 -0.8 -4.8 1.2 -0.28
C 2.104 -0.716 0.765 1.1 3.1 2.9 -0.24
S -1.047 -0.470 0.126 0.3 0.2 0.3 -0.54
C -2.608 0.431 0.408 1.1 0.9 0.6 -0.74
H 1.487 0.220 0.084 -1.0 -0.1 -1.3 0.08
H 1.007 0.883 1.828 0.3 -0.1 -0.8 0.23
H 2.622 1.406 1.066 1.0 1.1 -0.8 0.30
H 3.110 -0.981 0.422 -0.7 0.3 -0.6 0.27
H 1.429 -1.474 1.162 -0.4 0.3 -0.8 0.32
H -3.135 0.670 -0.485 -0.2 0.2 -1.0 0.26
H -2.377 1.394 0.930 -0.4 -0.8 -0.3 0.17
H -3.269 -0.167 0.991 -0.4 -0.4 0.7 0.26
H 0.548 0.007 -3.042 0.3 0.4 1.0 0.29
H 0.261 0.122 -1.572 -4.0 -1.4 3.4 0.23
O 0.859 0.375 -2.185 3.7 1.1 -4.6 -0.61

***

No. 2
70
Properties=species:S:1:pos:R:3:forces:R:3:mulliken_charge:R:1 method="wB97M-V/def2-TZVPD" total_charge=+3 lumo_ha=-0.39768 relative_energy_ev=0.000 molar_mass_g_mol=727.776
Zr -0.137 -0.336 -0.252 -1.0 -0.7 -0.1 -0.23
C 1.315 0.404 2.449 -0.1 0.0 -0.1 -0.87
N 0.392 -0.654 1.943 0.1 0.0 0.1 0.50
C 1.113 -1.965 1.849 0.1 0.1 -0.2 -0.93
C 2.216 -1.822 0.831 -0.3 0.2 -0.2 0.95
C 3.442 -2.392 0.991 0.6 -0.2 0.0 -0.95
C 4.441 -2.135 0.044 -0.1 -0.1 -0.2 -0.57
C 4.159 -1.284 -1.030 0.6 -0.7 0.3 -0.88
C 2.907 -0.778 -1.151 -0.8 0.1 0.3 -0.51
N 1.919 -1.032 -0.238 0.6 0.1 -0.1 1.30
C -0.783 -0.749 2.846 0.1 -0.1 -0.2 -1.02
C -1.971 -1.332 2.151 0.1 0.0 -0.3 0.19
C -3.030 -1.838 2.873 -0.2 -0.2 0.2 -1.19
C -4.168 -2.250 2.201 -0.1 0.0 0.0 -0.52
C -4.210 -2.134 0.811 -0.3 -0.1 0.1 -1.03
C -3.116 -1.639 0.157 0.2 0.1 0.1 -0.26
N -1.986 -1.247 0.801 0.2 0.2 0.3 1.11
C 1.001 1.728 1.829 -0.1 -0.2 -0.2 0.51
C 1.219 2.894 2.522 0.1 0.3 0.1 -1.16
C 1.039 4.109 1.877 0.0 0.1 0.0 -0.40
C 0.641 4.104 0.545 0.1 0.3 0.1 -1.05
C 0.410 2.904 -0.073 0.1 -0.2 0.1 -0.12
N 0.568 1.707 0.542 -0.1 0.2 0.1 0.52
H 1.269 0.459 3.532 0.0 -0.1 0.2 0.57
H 2.336 0.142 2.188 0.2 -0.1 -0.1 0.50
H 1.531 -2.250 2.810 0.0 0.0 0.2 0.70
H 0.395 -2.735 1.565 -0.1 -0.1 -0.1 0.26
H 3.644 -3.018 1.852 0.0 0.0 -0.1 0.58
H 5.427 -2.569 0.142 0.0 -0.1 0.0 0.43
H 4.912 -1.066 -1.771 0.1 0.0 -0.1 0.52
H 2.657 -0.142 -1.985 -0.1 0.1 -0.1 0.29
H -0.531 -1.318 3.738 0.1 -0.1 0.1 0.66
H -1.047 0.256 3.172 0.0 0.2 0.0 0.57
H -2.966 -1.905 3.955 0.0 0.0 -0.1 0.58
H -5.018 -2.646 2.748 0.1 0.0 0.0 0.48
H -5.087 -2.426 0.245 0.1 0.0 0.1 0.51
H -3.132 -1.532 -0.915 0.0 0.0 -0.1 0.49
H 1.542 2.856 3.557 0.0 0.0 -0.1 0.55
H 1.218 5.043 2.402 0.0 -0.1 -0.1 0.48
H 0.509 5.027 -0.008 0.0 -0.1 0.1 0.49
H 0.104 2.892 -1.103 -0.1 -0.1 -0.2 0.50
O -4.338 3.358 -3.265 0.0 0.0 -0.1 -0.44
C -3.580 2.619 -2.503 -0.1 0.0 0.0 0.62
C -3.856 2.279 -1.165 -0.2 0.1 0.0 -0.72
C -2.978 1.489 -0.483 0.1 -0.1 0.1 -0.82
N -1.839 0.998 -1.031 0.1 0.1 -0.3 0.76
C -1.604 1.373 -2.295 0.4 -0.1 0.0 -0.10
Br 0.097 0.744 -2.921 0.0 0.1 -0.1 0.10
C -2.387 2.145 -3.079 -0.1 0.2 -0.4 -0.41
H -5.149 3.678 -2.844 -0.1 0.0 0.0 0.36
H -4.759 2.627 -0.675 0.1 0.0 0.0 0.41
H -3.173 1.220 0.545 0.0 0.0 0.1 0.54
H -2.129 2.402 -4.101 0.0 0.0 0.1 0.59
N -0.815 -2.084 -1.732 0.5 0.2 0.0 -0.42
C 0.342 -2.904 -2.157 -0.2 0.0 0.1 0.93
C 0.933 -2.737 -3.395 0.1 0.2 -0.2 -0.49
C 2.022 -3.538 -3.729 0.0 -0.3 0.1 -0.94
C 2.472 -4.510 -2.830 0.5 0.4 0.3 -0.27
C 1.806 -4.712 -1.615 0.2 -0.2 -0.3 -1.04
C 0.739 -3.905 -1.285 -0.2 -0.1 0.3 -0.54
S 4.096 -5.309 -3.041 2.0 0.2 0.6 1.28
O 4.390 -5.303 -4.443 -0.7 0.1 -0.4 -0.66
O 4.018 -6.580 -2.373 -0.8 -0.1 0.0 -0.66
O 4.961 -4.364 -2.290 -1.2 0.4 0.0 -0.61
H -1.447 -2.754 -1.315 -0.3 0.0 0.2 0.49
H -1.274 -1.756 -2.571 -0.3 0.1 -0.3 0.34
H 0.534 -2.024 -4.116 0.1 -0.1 0.1 0.52
H 2.510 -3.452 -4.696 0.0 0.0 0.1 0.57
H 2.138 -5.527 -0.974 0.0 0.1 -0.1 0.55
H 0.162 -4.094 -0.377 0.1 0.0 0.0 0.51

***

No. 3
18
Properties=species:S:1:pos:R:3:forces:R:3:mulliken_charge:R:1 method="wB97M-V/def2-TZVPD" total_charge=+1 lumo_ha=-0.14380 relative_energy_ev=1.466 molar_mass_g_mol=219.479
C 0.450 -1.992 0.412 0.9 -5.0 1.7 -0.03
C -0.467 -0.040 0.068 0.7 4.4 2.9 -0.48
C 1.653 1.492 -0.427 1.2 1.5 -1.6 -0.68
C -2.037 0.331 0.191 2.4 0.0 0.1 0.66
N 0.333 -1.814 -0.844 0.7 -1.5 -0.2 0.10
N -0.034 -1.048 1.092 -1.2 5.7 1.3 -0.02
N 0.504 1.476 0.417 -1.3 -6.3 0.6 -0.28
O -0.154 -0.612 -1.127 -0.5 1.5 -1.5 -0.14
Cl -2.316 1.642 -0.944 -0.5 -0.2 -0.2 -0.09
Cl -2.876 -1.155 -0.201 -0.5 0.2 0.2 -0.09
Cl -2.255 0.924 1.852 -0.3 -0.4 -0.3 -0.06
H 0.648 -2.967 0.922 0.7 0.9 -1.0 0.42
H 2.242 2.420 -0.076 -0.1 -2.0 -0.1 0.33
H 2.167 0.480 -0.501 -0.1 1.5 0.8 0.22
H 1.508 1.772 -1.499 -0.5 -0.4 0.5 0.27
H 0.583 -2.419 -1.576 0.2 -0.7 -1.2 0.19
H 0.267 -0.584 1.998 -0.5 -1.4 -1.2 0.40
H -0.216 2.095 0.243 -1.2 2.2 -0.8 0.29

***

No. 4
9
Properties=species:S:1:pos:R:3:forces:R:3:mulliken_charge:R:1 method="wB97M-V/def2-TZVPD" total_charge=0 lumo_ha=0.02143 relative_energy_ev=0.240 molar_mass_g_mol=81.046
C -0.384 -0.429 0.060 0.1 -0.4 0.4 0.67
N 0.923 -0.638 -0.075 2.1 5.3 1.3 -0.34
O -1.025 -1.589 -0.071 -3.1 -0.5 -0.6 -0.50
O -0.928 0.611 0.319 -1.0 0.5 -0.2 -0.63
F 0.641 2.472 0.228 -0.5 0.6 -0.9 -0.41
H 1.333 -1.465 -0.254 1.0 -3.4 -0.7 0.17
H 1.629 0.124 0.199 -2.1 -1.4 -0.7 0.27
H -2.027 -1.394 -0.142 2.4 -0.3 0.3 0.36
H -0.163 2.307 -0.263 1.1 -0.2 1.1 0.41

***

No. 5
5
Properties=species:S:1:pos:R:3:forces:R:3:mulliken_charge:R:1 method="wB97M-V/def2-TZVPD" total_charge=0 lumo_ha=0.03109 relative_energy_ev=0.000 molar_mass_g_mol=66.065
P -0.623 0.264 -0.003 -0.3 0.4 0.0 -0.05
S 1.453 0.034 -0.002 0.6 -0.2 0.0 -0.23
H -0.875 -0.677 0.996 -0.2 -0.2 0.3 0.06
H -0.869 -0.670 -1.011 -0.2 -0.2 -0.3 0.06
H 1.719 1.337 0.016 0.1 0.2 0.0 0.14

***

No. 6
13
Properties=species:S:1:pos:R:3:forces:R:3:mulliken_charge:R:1 method="wB97M-V/def2-TZVPD" total_charge=0 lumo_ha="-0.01531 / -0.04410" s_squared=2.01 spin_multiplicity=3 molar_mass_g_mol=170.979
C 1.545 1.495 -0.508 -0.3 2.6 -1.9 0.14
C 2.403 0.753 0.182 -3.8 -2.8 0.0 -0.02
C -1.152 -0.701 0.066 -0.1 -1.1 0.4 -0.24
C -1.983 0.481 -0.195 -2.3 0.3 0.3 0.17
O 0.685 1.956 -1.204 -0.8 -0.4 0.1 -0.46
O 1.991 -0.480 0.627 3.4 0.2 1.2 -0.36
O -1.805 -1.786 0.268 -1.9 -0.5 -0.7 -0.30
Cl -3.751 0.109 -0.691 0.3 -0.3 0.2 -0.27
Cl -2.087 1.255 1.431 0.5 0.0 -1.0 -0.11
H 3.294 1.203 0.399 2.6 -0.2 1.3 0.43
H -1.743 1.085 -1.045 1.0 0.7 0.3 0.30
H 1.161 -0.842 0.329 -1.3 0.6 -0.7 0.37
H -2.874 -1.803 0.070 2.8 0.8 0.5 0.35

***

No. 7
14
Properties=species:S:1:pos:R:3:forces:R:3:mulliken_charge:R:1 method="wB97M-V/def2-TZVPD" total_charge=+1 lumo_ha=-0.12316 relative_energy_ev=1.913 molar_mass_g_mol=119.173
C -1.230 0.494 0.002 3.8 -3.3 1.6 0.61
C 0.422 -1.444 0.382 -1.7 1.2 -0.6 -0.47
N -0.074 0.913 0.364 1.1 2.2 0.6 -0.82
N -2.275 1.204 -0.057 -5.9 -1.6 -2.5 -0.35
N 1.907 0.087 -0.579 1.0 -1.1 -1.0 -0.63
N 0.960 -0.045 0.432 1.0 0.7 3.1 0.46
S -1.347 -1.292 -0.094 0.3 -0.1 0.2 -0.13
H 0.940 -1.801 -0.425 1.1 -1.6 -1.8 0.40
H 0.641 -2.028 1.223 -0.1 -0.5 1.5 0.38
H -2.344 2.189 -0.060 0.3 1.0 0.0 0.27
H -3.099 0.632 -0.522 1.9 2.3 1.5 0.26
H 2.400 0.941 -0.548 0.4 1.3 0.6 0.29
H 1.475 0.057 -1.485 -0.6 -0.2 -0.4 0.28
H 1.626 0.093 1.368 -2.6 -0.2 -2.5 0.46

***

No. 8
4
Properties=species:S:1:pos:R:3:forces:R:3:mulliken_charge:R:1 method="wB97M-V/def2-TZVPD" total_charge=+1 lumo_ha=-0.14389 relative_energy_ev=0.092 molar_mass_g_mol=150.920
Cs -1.552 -1.778 0.183 -0.2 -0.2 -0.1 1.00
O 0.245 0.463 -0.315 -0.7 -0.8 -0.6 -0.68
H 1.152 0.212 -0.235 1.2 -0.3 -0.2 0.34
H 0.155 1.102 0.367 -0.3 1.3 0.9 0.34

***

No. 9
13
Properties=species:S:1:pos:R:3:forces:R:3:mulliken_charge:R:1 method="wB97M-V/def2-TZVPD" total_charge=0 lumo_ha=-0.00738 relative_energy_ev=3.258 molar_mass_g_mol=85.106
C 1.517 0.486 -0.293 0.0 0.0 0.0 -1.17
C 0.397 0.279 0.722 0.0 0.1 0.1 -0.38
C -0.815 -0.398 0.120 0.8 -0.9 0.3 0.49
O -1.822 -0.689 1.038 -0.2 0.2 0.3 -0.51
C -1.372 0.274 -1.163 0.5 -1.1 -0.6 -0.15
N -1.160 -0.534 -1.980 -1.1 1.6 -1.7 -0.28
H 2.411 0.874 0.204 -0.1 0.0 -0.1 0.35
H 1.792 -0.450 -0.796 -0.1 0.1 0.1 0.32
H 1.222 1.201 -1.069 0.0 -0.1 0.1 0.33
H 0.137 1.220 1.212 -0.1 0.0 -0.1 0.29
H 0.713 -0.423 1.504 0.1 0.2 0.0 0.29
H -0.444 -1.326 -0.359 0.1 -0.1 1.5 0.04
H -2.679 -0.384 0.723 0.2 0.0 0.0 0.38

***

No. 10
14
Properties=species:S:1:pos:R:3:forces:R:3:mulliken_charge:R:1 method="wB97M-V/def2-TZVPD" total_charge=0 lumo_ha=0.02457 relative_energy_ev=2.821 molar_mass_g_mol=88.106
C -1.114 -1.422 0.027 0.0 0.0 0.0 -1.17
C -1.041 0.072 0.205 0.0 -0.1 -0.2 0.39
O -1.419 0.564 1.481 -0.2 0.0 0.2 -0.44
C -0.061 0.708 1.094 0.3 0.1 0.0 -0.67
C 2.233 -0.189 -0.857 0.2 0.1 0.2 -0.09
O 3.013 0.199 -0.026 -0.3 -0.2 -0.4 -0.40
H -0.583 -1.935 0.835 -0.1 0.1 -0.1 0.30
H -0.676 -1.726 -0.932 -0.1 0.1 0.1 0.29
H -2.158 -1.754 0.039 0.1 0.1 0.0 0.33
H -1.432 0.666 -0.625 0.1 -0.1 0.1 0.36
H 0.271 1.729 0.904 -0.1 -0.1 0.0 0.31
H 1.812 0.483 -1.630 0.1 0.0 0.1 0.26
H 1.886 -1.241 -0.895 0.1 0.1 0.1 0.23
H 0.651 0.087 1.638 -0.1 0.1 -0.1 0.30